Computed, not measured: a molecular structure, C22H60O20S3 at a distorted geometry, with ωB97M-V with the def2-TZVPD basis set.

Computed properties:
Lowest unoccupied orbital energy in eV: 0.0
Frontier orbital gap in eV: 10.04
Highest occupied orbital energy in hartree: -0.37082

The geometry in XYZ format:
```
105
Properties=species:S:1:pos:R:3:forces:R:3
C -18.118982 13.567344 -2.894078 1.1 0.2 -0.1
C -16.871759 12.661541 -2.809153 -0.7 1.0 -1.4
O -17.302954 11.405992 -2.356383 1.0 -0.6 0.1
H -18.586517 13.581036 -1.902519 -0.2 0.1 -0.2
H -18.804683 13.198609 -3.659884 0.0 0.0 0.2
H -17.806161 14.582322 -3.157801 -0.2 0.0 0.1
H -16.086673 13.150850 -2.198584 -0.3 -0.5 0.0
H -16.466249 12.522208 -3.836553 0.0 0.1 0.7
H -18.106215 11.572601 -1.881747 -0.7 -0.2 0.5
C -19.905989 17.549185 -0.624216 0.5 -0.1 -0.7
C -18.678664 18.315212 -0.124674 -1.3 1.1 0.8
O -17.547017 18.003747 -0.899551 0.4 -0.6 -0.8
H -20.881607 17.898096 -0.249431 0.6 0.2 -0.1
H -19.857810 16.485254 -0.407669 0.2 -0.2 0.2
H -19.854522 17.634085 -1.713273 -0.5 0.0 0.0
H -18.500921 18.035178 0.911778 0.1 0.2 0.3
H -18.933331 19.418266 -0.171277 0.5 -1.0 0.1
H -16.765738 18.509031 -0.654129 -0.4 0.2 0.3
C -21.168511 13.095074 1.727746 0.4 -0.2 -0.9
C -20.328626 12.705201 0.508855 1.4 1.5 -0.6
O -20.943614 11.888545 -0.480547 0.0 0.0 0.5
H -21.594698 12.176270 2.070551 -0.5 -0.5 0.6
H -21.960803 13.816751 1.524160 0.1 -0.1 -0.1
H -20.499553 13.500874 2.479878 0.0 0.0 0.2
H -19.379979 12.230140 0.831261 -0.8 -0.2 0.0
H -19.940499 13.624544 -0.014560 -0.4 -0.4 0.5
H -21.519843 12.468530 -0.981983 -0.2 -0.1 -0.2
C -19.419592 15.344602 4.295387 -1.2 0.2 -0.2
C -19.738843 16.557137 5.182469 0.2 0.0 -0.9
O -20.948338 17.181899 4.781048 0.3 0.2 0.3
H -20.160895 14.539095 4.512903 0.9 0.2 0.1
H -18.399921 15.096313 4.510884 0.5 -0.8 0.1
H -19.515015 15.511200 3.193803 0.1 0.4 0.9
H -18.957283 17.305581 5.062718 0.0 0.1 0.0
H -19.730087 16.272198 6.243908 -0.2 -0.1 -0.2
H -21.595812 16.485154 4.727822 -0.6 -0.2 0.0
C -14.552527 8.923280 -0.226481 0.0 0.5 0.7
C -14.853703 10.257229 0.464311 0.9 0.9 -0.6
O -15.239538 10.174077 1.821839 1.0 -1.3 1.3
H -15.392131 8.233509 -0.242690 -0.1 -0.1 0.6
H -13.642978 8.469244 0.173418 -0.2 -0.2 0.2
H -14.374497 9.089908 -1.260836 0.4 0.5 -1.0
H -15.659366 10.792680 -0.027626 -0.2 -0.1 -0.3
H -13.975929 10.962769 0.485767 -0.5 -0.8 -0.7
H -14.464435 9.747423 2.274289 -1.3 0.6 -0.2
C -18.501809 9.543712 0.047642 1.3 0.8 1.4
C -18.130262 8.552533 1.182601 -0.4 -0.1 -1.2
O -18.634221 7.240551 0.905028 0.2 0.1 0.3
H -18.322475 10.559596 0.468312 -0.3 -0.4 -0.2
H -19.525617 9.466071 -0.271888 -0.5 -0.1 0.0
H -17.850813 9.527785 -0.812593 0.2 -0.6 -0.3
H -18.494598 8.970370 2.115832 -0.3 -0.3 0.3
H -17.054059 8.419121 1.318993 -0.2 0.2 -0.2
H -19.589317 7.213771 1.021403 0.1 0.2 0.0
C -14.026295 17.542432 -3.730250 -0.9 -0.1 0.4
C -14.981253 16.344473 -3.537478 1.7 0.6 0.9
O -16.296361 16.769497 -3.560459 -1.1 0.3 0.5
H -12.964960 17.278646 -3.726148 -0.1 0.1 0.1
H -14.300495 18.235305 -2.901483 0.6 -0.3 -0.4
H -14.285724 18.067513 -4.636977 0.1 0.1 -0.4
H -14.729908 15.981021 -2.528857 -0.1 -0.6 -0.2
H -14.871496 15.555689 -4.250812 0.3 -0.5 -0.5
H -16.486556 17.016591 -2.644994 -0.7 0.2 -0.3
C -17.150909 14.750977 1.312639 -1.0 0.7 1.6
C -16.305932 13.547081 1.084906 0.7 -0.1 -0.1
O -16.645863 12.584249 2.066811 -0.2 -0.3 -0.1
H -18.194672 14.430754 1.200564 0.1 0.3 -0.3
H -16.947182 15.645479 0.740133 0.1 -0.1 -0.8
H -17.117135 15.131826 2.350484 0.3 -0.5 -0.2
H -15.231583 13.730317 1.163757 0.0 0.3 -0.2
H -16.513504 13.225940 0.058144 0.1 -0.5 0.0
H -16.066857 11.800146 1.991821 -0.1 0.3 0.0
C -13.450189 16.426935 1.042522 1.0 -1.8 1.0
C -12.405950 16.895598 0.074458 -0.7 0.3 -1.2
O -11.671369 17.854875 0.809215 0.8 0.8 0.6
S -11.327301 17.274451 2.283406 -1.7 0.4 0.0
O -11.427268 18.363819 3.230903 0.3 -1.7 -1.4
O -10.203425 16.394952 2.238661 -0.3 0.6 0.1
O -12.667684 16.335075 2.310474 -0.2 0.7 -0.2
H -13.775696 15.398183 0.838911 0.2 0.4 0.0
H -14.338946 17.040861 1.123959 0.2 0.5 0.4
H -12.891843 17.351288 -0.814175 0.5 0.1 0.6
H -11.717115 16.139074 -0.288899 -0.1 -0.4 0.2
C -17.125410 11.547952 4.906948 0.4 0.0 -0.8
C -18.300258 11.223359 4.003858 -0.2 0.9 -0.1
O -19.090087 10.262923 4.727983 0.0 -0.9 0.8
S -18.586834 10.047620 6.264109 2.0 1.7 -1.1
O -17.710463 8.910866 6.360857 -1.0 0.9 -0.2
O -19.646351 10.260269 7.184810 0.3 -0.2 -0.5
O -17.617030 11.441646 6.218341 -1.7 -1.3 1.2
H -16.719013 12.552288 4.689755 -0.2 -0.6 0.4
H -16.370270 10.779977 4.810775 0.6 0.0 -0.4
H -18.014091 10.921123 2.994551 0.0 -0.6 0.4
H -18.922349 12.104804 3.854792 -0.2 0.1 0.2
C -10.633899 12.748607 -2.800284 -0.4 0.0 0.5
C -11.285370 11.408291 -2.314430 0.1 0.6 -0.8
O -12.537662 11.791483 -1.737963 -0.9 0.8 0.2
S -12.897500 13.330973 -2.134113 1.5 -1.2 -0.1
O -13.646720 13.945210 -1.084120 0.5 -0.4 -0.8
O -13.278358 13.318462 -3.509083 -0.5 0.4 0.5
O -11.351357 13.805496 -2.081627 -0.9 -0.5 -0.4
H -10.738144 12.857359 -3.890927 0.0 0.2 0.5
H -9.625922 12.876404 -2.471444 0.7 -0.1 0.0
H -10.750661 10.845505 -1.556016 0.2 0.3 0.1
H -11.432655 10.782372 -3.198397 -0.2 -0.1 0.2
```
Forces are in eV/Å.